# 1
This record from OMol25 describes C32H36BNO6 in the gas phase. The level of theory is ωB97M-V with the def2-TZVPD basis set.

**Total charge**: 0
**M**: 541.453 g mol⁻¹
**SMILES string**: CCCCCCc1c(Cc2cccc(C)c2)c(Cc2ccc(C)cc2)c2c(c1B(O)O)C(=O)N(CC(=O)O)C2=O
**E_LUMO**: -0.0142 Eh
**HOMO level**: -0.329 Ha

Element x y z (Å)
C1 2.0594 -4.4495 0.5659
C2 1.6593 -3.9768 -0.8412
C3 2.8121 -3.3016 -1.5970
C4 2.9999 -1.8461 -1.1400
C5 2.0316 -0.9043 -1.8496
C6 2.2985 0.5886 -1.5779
C7 1.5849 1.0824 -0.3400
C8 0.2944 1.6545 -0.4536
C9 -0.3553 1.8282 -1.8147
C10 -0.6315 0.5689 -2.6087
C11 -0.1312 0.4147 -3.8929
C12 -0.4109 -0.7312 -4.6281
C13 -1.1950 -1.7355 -4.0819
C14 -1.7157 -1.5973 -2.7972
C15 -2.5840 -2.6719 -2.1947
C16 -1.4315 -0.4420 -2.0793
C17 -0.3898 2.1013 0.6992
C18 -1.7835 2.6859 0.6636
C19 -2.8624 1.6230 0.6723
C20 -4.1100 1.9079 0.1265
C21 -5.1195 0.9569 0.1033
C22 -4.9147 -0.3162 0.6276
C23 -5.9943 -1.3627 0.6132
C24 -3.6671 -0.5975 1.1793
C25 -2.6600 0.3557 1.2082
C26 0.2626 1.9816 1.9204
C27 1.5278 1.4196 2.0247
C28 2.2179 0.9478 0.9126
B1 3.6588 0.3268 1.1350
O1 3.8125 -0.7424 1.9785
O2 4.7642 0.9060 0.5303
C29 1.9462 1.5009 3.4556
O3 2.8984 1.0239 4.0068
N1 0.9546 2.2661 4.1475
C30 1.4028 3.4747 4.8394
C31 2.4469 4.2265 4.0388
O4 3.5871 4.3460 4.3755
O5 1.9378 4.7732 2.8860
C32 -0.1701 2.4082 3.2787
O6 -1.2514 2.7621 3.6593
H1 3.1363 -4.5806 0.6679
H2 1.5929 -5.4093 0.7891
H3 1.7305 -3.7639 1.3463
H4 0.8221 -3.2815 -0.7478
H5 1.3048 -4.8341 -1.4138
H6 2.6347 -3.3400 -2.6716
H7 3.7205 -3.8464 -1.3352
H8 2.7930 -1.8300 -0.0677
H9 4.0313 -1.5294 -1.3184
H10 1.0232 -1.1431 -1.5070
H11 2.0365 -1.1018 -2.9229
H12 1.9450 1.1704 -2.4274
H13 3.3664 0.7760 -1.4883
H14 0.2882 2.4772 -2.4152
H15 -1.3004 2.3525 -1.7193
H16 0.4728 1.1999 -4.3322
H17 -0.0187 -0.8292 -5.6318
H18 -1.4124 -2.6204 -4.6668
H19 -2.9662 -2.3401 -1.2298
H20 -3.4560 -2.8382 -2.8294
H21 -2.0442 -3.6098 -2.0797
H22 -1.8372 -0.3353 -1.0827
H23 -1.9144 3.3216 1.5370
H24 -1.8994 3.3191 -0.2124
H25 -4.2950 2.8869 -0.2995
H26 -6.0867 1.2003 -0.3183
H27 -5.6353 -2.2824 0.1498
H28 -6.3152 -1.6037 1.6259
H29 -6.8560 -1.0258 0.0401
H30 -3.4753 -1.5810 1.5924
H31 -1.7117 0.0844 1.6546
H32 4.4996 -0.5642 2.6302
H33 5.2632 0.2853 -0.0081
H34 0.5331 4.1095 5.0042
H35 1.8312 3.2352 5.8087
H36 2.4188 4.4150 2.1274

***

# 2
This record from OMol25 describes a molecular structure, C32H36CoN5OS at a distorted geometry. The level of theory is ωB97M-V with the def2-TZVPD basis set.

**Expectation value of S²**: 1.242
**Total charge**: +1
**M**: 597.674 g mol⁻¹
**E_LUMO (spin up / spin down)**: -0.1125 / -0.1159 Eh
**HOMO level (spin up / spin down)**: -0.374 / -0.373 Ha
**Spin multiplicity**: 2

Element x y z (Å)
Co1 0.4013 -0.5042 -0.2526
C1 3.2734 -1.0661 3.0373
C2 4.4547 -1.3148 2.3654
C3 4.4392 -1.3536 0.9824
C4 3.2503 -1.1185 0.3144
N1 2.1044 -0.8699 0.9635
C5 2.1219 -0.8631 2.2989
C6 3.1375 -1.1516 -1.1615
C7 4.2257 -1.2726 -2.0056
C8 4.0155 -1.3319 -3.3736
C9 2.7211 -1.2735 -3.8552
C10 1.6845 -1.1357 -2.9503
N2 1.8849 -1.0657 -1.6290
H1 3.2304 -1.0382 4.1171
H2 5.3763 -1.4857 2.9067
H3 5.3437 -1.5830 0.4385
H4 1.1765 -0.7050 2.7909
H5 5.2289 -1.3209 -1.6094
H6 4.8559 -1.4267 -4.0491
H7 2.5057 -1.3245 -4.9136
H8 0.6566 -1.0722 -3.2748
C11 3.2655 2.5550 0.8584
C12 2.1195 2.2729 -0.1178
C13 0.8760 3.0723 0.2024
C14 0.9137 4.4309 -0.0784
C15 -0.1490 5.2606 0.2306
C16 -1.2619 4.7158 0.8409
C17 -1.3427 3.3612 1.1570
C18 -2.6360 2.9196 1.8177
C19 -2.6796 3.2258 3.3188
C20 -0.2542 2.5262 0.8319
N3 -0.3292 1.1042 1.0114
C21 -0.8065 0.6060 2.1036
C22 -1.0811 -0.7900 2.1806
C23 -1.6394 -1.5764 3.1926
C24 -1.6095 -2.8879 2.7131
C25 -1.0299 -2.8273 1.4359
N4 -0.7187 -1.5598 1.1040
H9 4.1414 1.9435 0.6245
H10 2.9587 2.3373 1.8852
H11 3.5665 3.6027 0.8182
H12 1.9094 1.2114 -0.0734
H13 2.4328 2.4959 -1.1410
H14 1.7960 4.8385 -0.5619
H15 -0.1150 6.3153 -0.0108
H16 -2.1113 5.3494 1.0737
H17 -2.8402 1.8616 1.6443
H18 -3.4501 3.4684 1.3413
H19 -1.8351 2.7887 3.8550
H20 -3.6024 2.8581 3.7715
H21 -2.6298 4.3037 3.4809
H22 -0.9565 1.2159 2.9917
H23 -2.0213 -1.2291 4.1429
H24 -1.9621 -3.7785 3.2123
H25 -0.7936 -3.6558 0.7801
S1 -0.8147 0.6314 -2.0348
C26 -2.4144 0.0865 -1.7515
N5 -2.8340 -0.0854 -0.4763
C27 -4.0617 -0.5242 -0.1144
C28 -4.9847 -0.8100 -1.0692
C29 -4.6153 -0.6356 -2.4148
C30 -3.3631 -0.1927 -2.7511
H26 -2.1367 0.0955 0.2404
H27 -4.2399 -0.6196 0.9479
H28 -5.9686 -1.1559 -0.7915
H29 -5.3283 -0.8679 -3.1958
H30 -3.0631 -0.0620 -3.7808
C31 -0.4640 -3.9029 -3.6284
C32 -1.2086 -3.9696 -2.3181
O1 -1.1893 -2.6717 -1.7096
H31 -0.5868 -4.8386 -4.1753
H32 0.6027 -3.7374 -3.4698
H33 -0.8575 -3.0911 -4.2465
H34 -0.7453 -4.7052 -1.6538
H35 -2.2419 -4.2821 -2.4924
H36 -1.6979 -2.7203 -0.8915

***

# 3
This record from OMol25 describes a molecular structure, C32H36KN7. The level of theory is ωB97M-V with the def2-TZVPD basis set.

**Total charge**: 0
**M**: 557.787 g mol⁻¹
**E_LUMO**: -0.0014 Eh
**HOMO level**: -0.237 Ha

Element x y z (Å)
K1 0.0651 0.3395 0.1260
N1 -4.7054 0.1383 -0.2223
C1 -4.0552 1.3809 -0.3918
C2 -4.6841 2.5300 0.0775
C3 -4.0610 3.7510 -0.1263
C4 -2.8289 3.7872 -0.7580
C5 -2.2934 2.5857 -1.1919
N2 -2.8887 1.3973 -1.0221
C6 -4.1361 -1.1070 -0.0194
C7 -4.9737 -2.2337 -0.0578
C8 -4.4360 -3.4720 0.1991
C9 -3.0731 -3.5874 0.4672
C10 -2.3383 -2.4229 0.4734
N3 -2.8368 -1.2018 0.2417
H1 -5.7017 0.1773 -0.1430
H2 -5.6338 2.4611 0.5999
H3 -4.5211 4.6626 0.2399
H4 -2.2766 4.7105 -0.8906
H5 -1.3279 2.5730 -1.6841
H6 -6.0272 -2.1183 -0.2907
H7 -5.0677 -4.3513 0.1791
H8 -2.6096 -4.5457 0.6667
H9 -1.2673 -2.4537 0.6698
C11 3.4175 0.8116 0.9185
N4 2.9540 -0.1861 -0.0496
C12 3.3905 0.1880 -1.3938
C13 3.4495 -1.5046 0.3263
C14 2.8615 -2.6584 -0.4662
N5 1.4720 -2.9785 -0.1379
C15 1.4354 -3.7541 1.0971
C16 0.8585 -3.7355 -1.2262
H10 4.5178 0.8928 0.9347
H11 3.0843 0.5291 1.9238
H12 2.9927 1.7881 0.6708
H13 4.4792 0.0556 -1.5193
H14 3.1478 1.2355 -1.5678
H15 2.8831 -0.4044 -2.1600
H16 3.2503 -1.6553 1.3904
H17 4.5445 -1.5434 0.2030
H18 3.4948 -3.5380 -0.2861
H19 2.9333 -2.4469 -1.5337
H20 2.0153 -4.6862 1.0077
H21 0.4104 -4.0281 1.3499
H22 1.8446 -3.1775 1.9301
H23 1.3372 -4.7180 -1.3742
H24 0.9374 -3.1754 -2.1599
H25 -0.1997 -3.9059 -1.0237
N6 -1.6294 -3.1399 6.0510
C17 -1.1283 -2.2478 5.5332
C18 -0.4940 -1.1195 4.8780
C19 0.0937 -0.0988 5.6060
C20 0.6744 0.9542 4.9242
C21 0.6527 0.9441 3.5403
N7 0.0896 -0.0365 2.8289
C22 -0.4740 -1.0472 3.4937
H26 0.0819 -0.1323 6.6882
H27 1.1301 1.7821 5.4522
H28 1.0902 1.7626 2.9726
H29 -0.9474 -1.8318 2.9095
C23 -0.5520 5.5747 3.0354
C24 -1.0817 4.2682 2.8944
C25 -0.6491 3.4672 1.8711
C26 0.3327 3.8852 0.9206
C27 0.7307 2.9917 -0.1474
C28 1.6203 3.5757 -1.0417
C29 2.1322 4.9009 -0.9271
C30 1.7621 5.7018 0.1154
C31 0.8353 5.2140 1.0710
C32 0.3810 6.0301 2.1448
H30 -0.8956 6.2130 3.8422
H31 -1.8395 3.9140 3.5879
H32 -1.0818 2.4747 1.7558
H33 1.9633 3.0081 -1.9109
H34 2.8297 5.2793 -1.6712
H35 2.1529 6.7100 0.2182
H36 0.7797 7.0364 2.2388

***

# 4
This record from OMol25 describes a molecular structure, C32H36N6O5Sr. The level of theory is ωB97M-V with the def2-TZVPD basis set.

**Total charge**: -2
**M**: 672.297 g mol⁻¹
**E_LUMO (spin up / spin down)**: 0.1658 / 0.1659 Eh
**HOMO level (spin up / spin down)**: -0.003 / 0.019 Ha

Element x y z (Å)
Sr1 0.4939 -1.5283 -0.7389
C1 1.0013 3.0912 4.5379
C2 0.1224 3.4073 3.3591
C3 -0.3862 4.6994 3.2497
C4 -1.2144 5.0632 2.2033
C5 -1.5734 4.1138 1.2616
C6 -1.0946 2.8111 1.3400
C7 -1.5693 1.8028 0.3260
C8 -0.2031 2.4665 2.3724
N1 0.3549 1.1532 2.3825
C9 -0.1904 0.2041 3.2876
O1 -0.4150 0.5761 4.4537
C10 -0.5108 -1.1408 2.8593
C11 -0.6726 -2.0813 3.9166
C12 -1.3109 -3.2593 3.6985
C13 -1.8917 -3.4832 2.4204
C14 -1.6374 -2.5857 1.4129
N2 -0.8503 -1.4811 1.5437
C15 -2.3562 -2.8680 0.0827
O2 -3.3690 -3.5818 0.1288
N3 -1.8355 -2.3052 -1.0151
C16 -2.4985 -2.5539 -2.2334
C17 -2.4672 -3.8157 -2.8511
C18 -1.7673 -4.9633 -2.1843
C19 -3.0775 -3.9793 -4.0881
C20 -3.7153 -2.9240 -4.7248
C21 -3.7423 -1.6818 -4.1124
C22 -3.1400 -1.4848 -2.8750
C23 -3.1851 -0.1405 -2.2017
H1 1.7671 3.8637 4.6570
H2 1.4606 2.1151 4.4427
H3 0.3973 3.0558 5.4456
H4 -0.1167 5.4302 4.0057
H5 -1.5904 6.0772 2.1288
H6 -2.2498 4.3754 0.4549
H7 -2.5955 2.0282 0.0314
H8 -1.5389 0.7838 0.7160
H9 -0.9583 1.8495 -0.5823
H10 -0.2997 -1.8042 4.8935
H11 -1.4210 -3.9893 4.4930
H12 -2.5464 -4.3159 2.2161
H13 -0.7230 -4.7100 -1.9896
H14 -1.7876 -5.8486 -2.8224
H15 -2.2450 -5.1931 -1.2308
H16 -3.0434 -4.9547 -4.5628
H17 -4.1816 -3.0687 -5.6927
H18 -4.2370 -0.8469 -4.5987
H19 -3.7829 0.5633 -2.7841
H20 -2.1851 0.2838 -2.0825
H21 -3.6048 -0.2219 -1.1976
N4 3.9534 -0.6365 -1.4007
C24 3.2015 0.3635 -2.0453
C25 3.8123 1.4682 -2.5831
C26 3.0071 2.5149 -3.1512
C27 1.6287 2.3055 -3.1631
C28 1.0948 1.1616 -2.6192
N5 1.8554 0.1637 -2.0003
H22 4.9198 -0.6495 -1.6873
H23 3.5433 -1.5607 -1.4628
H24 4.8945 1.5362 -2.5606
H25 3.4530 3.4094 -3.5645
H26 0.9591 3.0360 -3.6054
H27 0.0244 0.9760 -2.6739
C29 3.4035 1.4139 2.4418
C30 2.5840 1.4433 1.1555
C31 2.4845 2.8530 0.5781
C32 1.2216 0.7449 1.2899
H28 4.4561 1.6057 2.2189
H29 3.3327 0.4448 2.9427
H30 3.0664 2.1778 3.1410
H31 3.1166 0.8378 0.4184
H32 1.9940 3.5407 1.2711
H33 1.9324 2.8491 -0.3644
H34 3.4846 3.2376 0.3617
H35 0.7270 0.8715 0.3224
H36 1.4117 -0.3166 1.4741
O3 2.8813 -4.5591 -2.6500
N6 2.1600 -3.7147 -2.1397
O4 2.3597 -3.3410 -0.9345
O5 1.2197 -3.1803 -2.7631

***

# 5
This record from OMol25 describes a molecular structure, C32H37AsN4O7PTl. The level of theory is ωB97M-V with the def2-TZVPD basis set.

**Total charge**: -2
**M**: 899.948 g mol⁻¹
**E_LUMO**: 0.1574 Eh
**HOMO level**: -0.070 Ha

Element x y z (Å)
Tl1 -0.2500 0.2934 0.0607
C1 4.6887 0.6370 2.3316
O1 4.2546 1.9875 2.4026
C2 3.1555 2.1512 3.2310
C3 3.3120 2.9570 4.3310
C4 2.2550 3.1797 5.2193
C5 1.0603 2.5360 4.9717
C6 0.8546 1.7309 3.8453
C7 -0.4713 1.1181 3.7503
N1 -1.1159 0.7747 2.7028
N2 -2.4253 0.3768 2.9837
C8 -2.9163 -0.4457 2.0886
O2 -2.3706 -0.9248 1.0494
C9 -4.3497 -0.8564 2.3528
C10 -5.1175 -0.2820 3.3651
C11 -6.4316 -0.6765 3.5612
C12 -7.0018 -1.6524 2.7500
C13 -6.2443 -2.2282 1.7402
C14 -4.9266 -1.8315 1.5450
C15 1.9002 1.5257 2.8822
O3 1.7704 0.8471 1.8154
H1 5.5706 0.6184 1.6927
H2 3.9138 0.0046 1.8997
H3 4.9552 0.2727 3.3328
H4 4.2854 3.4089 4.4923
H5 2.3756 3.8279 6.0783
H6 0.2317 2.6608 5.6637
H7 -0.9948 1.0070 4.7076
H8 -4.6550 0.4751 3.9837
H9 -7.0195 -0.2216 4.3508
H10 -8.0289 -1.9619 2.9062
H11 -6.6792 -2.9873 1.1003
H12 -4.3168 -2.2669 0.7631
O4 -2.7611 -3.0889 -5.4328
C16 -3.7513 -2.6103 -4.7251
O5 -4.9215 -2.7696 -5.0343
C17 -3.3978 -1.8423 -3.4986
C18 -4.3458 -1.3234 -2.6460
N3 -3.6795 -0.6613 -1.6860
N4 -2.3561 -0.7231 -1.8371
C19 -2.1502 -1.4393 -2.9301
C20 -0.7286 -1.8029 -3.3219
O6 -0.6164 -2.4820 -4.3886
O7 0.1857 -1.4502 -2.5724
H13 -1.8207 -2.8302 -5.0003
H14 -5.4195 -1.3914 -2.6785
H15 -4.0357 -0.2804 -0.8243
C21 0.4537 -3.5646 0.1885
P1 0.5865 -2.2151 1.4272
C22 -0.3623 -2.9603 2.8066
C23 2.3039 -2.4768 2.0207
H16 0.7654 -4.5325 0.5931
H17 1.0547 -3.3118 -0.6862
H18 -0.5841 -3.6218 -0.1447
H19 0.0660 -3.9223 3.1039
H20 -1.3927 -3.0903 2.4790
H21 -0.3646 -2.2781 3.6585
H22 2.4681 -3.5067 2.3510
H23 2.5015 -1.7838 2.8401
H24 2.9982 -2.2360 1.2137
C24 5.0158 2.4135 -2.3360
As1 3.7987 1.4226 -1.1302
C25 2.6096 2.9386 -0.8057
C26 2.8124 0.4470 -2.5670
C27 2.2264 1.2699 -3.6640
C28 0.9107 1.7285 -3.5788
C29 0.3555 2.4953 -4.5908
C30 1.1025 2.8257 -5.7146
C31 2.4096 2.3715 -5.8167
C32 2.9613 1.6015 -4.8022
H25 5.6890 1.7286 -2.8545
H26 5.6160 3.0972 -1.7330
H27 4.4527 2.9886 -3.0721
H28 3.1914 3.6933 -0.2744
H29 1.7876 2.6280 -0.1635
H30 2.2314 3.3528 -1.7417
H31 2.0320 -0.1418 -2.0869
H32 3.5485 -0.2562 -2.9642
H33 0.3150 1.4501 -2.7177
H34 -0.6740 2.8225 -4.5090
H35 0.6648 3.4160 -6.5108
H36 2.9996 2.6077 -6.6951
H37 3.9791 1.2393 -4.8976

***

# 6
This record from OMol25 describes a molecular structure, C32H37CdF3Ge2N7. The level of theory is ωB97M-V with the def2-TZVPD basis set.

**Total charge**: +1
**M**: 834.323 g mol⁻¹
**E_LUMO**: -0.1193 Eh
**HOMO level**: -0.404 Ha

Element x y z (Å)
Cd1 0.1452 0.4324 -0.5186
C1 -1.0620 1.9291 4.0269
C2 -0.9299 1.6915 2.5199
Ge1 -0.3622 -0.1530 2.1563
C3 1.5175 -0.5318 2.5633
C4 1.6909 -0.9325 4.0304
C5 -1.5704 -1.4670 2.8933
C6 -2.2100 -2.1847 1.9553
Ge2 -1.6973 -1.5360 0.1778
C7 -0.6421 -2.8241 -0.8872
C8 -1.3811 -4.0497 -1.4276
C9 -3.1705 -0.5241 -0.6678
C10 -4.2480 -1.3254 -1.3989
C11 -3.1869 -3.2684 2.2013
C12 -3.8365 -3.8826 1.1344
C13 -4.7612 -4.8959 1.3391
C14 -5.0506 -5.3125 2.6278
C15 -4.4107 -4.7111 3.7056
C16 -3.4898 -3.7010 3.4955
H1 -1.4031 2.9445 4.2328
H2 -0.1083 1.7974 4.5400
H3 -1.7820 1.2441 4.4778
H4 -0.1999 2.3757 2.0820
H5 -1.8830 1.8619 2.0147
H6 2.1091 0.3473 2.3070
H7 1.8542 -1.3349 1.9052
H8 1.3815 -0.1377 4.7114
H9 2.7373 -1.1528 4.2446
H10 1.1117 -1.8246 4.2743
H11 -1.7126 -1.6287 3.9587
H12 0.1594 -3.1367 -0.2127
H13 -0.1566 -2.2866 -1.7049
H14 -1.7492 -4.6820 -0.6208
H15 -0.7097 -4.6552 -2.0377
H16 -2.2328 -3.7753 -2.0538
H17 -2.7453 0.2353 -1.3287
H18 -3.6127 0.0297 0.1646
H19 -3.8336 -1.9740 -2.1745
H20 -4.9580 -0.6531 -1.8830
H21 -4.8130 -1.9552 -0.7122
H22 -3.6208 -3.5653 0.1201
H23 -5.2529 -5.3582 0.4933
H24 -5.7701 -6.1027 2.7957
H25 -4.6309 -5.0348 4.7142
H26 -3.0009 -3.2508 4.3490
N1 -3.2877 4.9040 -1.3611
N2 -2.1500 4.1658 -1.0868
N3 -0.9556 4.7089 -1.0577
C17 -0.1897 3.6401 -0.8786
N4 -0.9224 2.5253 -0.7882
N5 -2.1857 2.8796 -0.9483
H27 -3.0479 5.8791 -1.2179
H28 -4.0233 4.6061 -0.7297
H29 0.8854 3.6585 -0.7995
N6 -0.2558 0.2662 -8.1959
C18 -0.2219 0.2330 -7.0494
C19 -0.1839 0.1905 -5.6120
C20 -1.1884 -0.4622 -4.9043
C21 -1.1148 -0.4732 -3.5258
N7 -0.1254 0.1155 -2.8481
C22 0.8414 0.7340 -3.5348
C23 0.8535 0.7973 -4.9156
H30 -2.0060 -0.9480 -5.4165
H31 -1.8746 -0.9787 -2.9428
H32 1.6316 1.1870 -2.9467
H33 1.6530 1.3053 -5.4349
F1 9.4975 2.2748 0.4903
C24 8.7122 3.2537 0.0111
F2 9.1932 3.5734 -1.2027
F3 8.8779 4.3234 0.7992
C25 7.2761 2.8146 -0.0675
C26 6.9673 1.6979 -0.8338
C27 5.6572 1.2735 -0.9349
C28 4.6416 1.9655 -0.2707
C29 4.9648 3.0802 0.5022
C30 6.2795 3.5058 0.6027
C31 3.2770 1.5315 -0.3772
C32 2.1274 1.1522 -0.4697
H34 7.7549 1.1607 -1.3460
H35 5.4099 0.4004 -1.5232
H36 4.1809 3.6095 1.0272
H37 6.5289 4.3684 1.2036